*P*
The following is a quantum chemistry calculation of 16 unconnected molecules or ions with the total composition C48H128O16, from OMol25.

Properties
HOMO-LUMO gap = 0.361 Ha
highest occupied orbital energy = -0.3600 Ha

Each line ends with the Mulliken charge.
CARTESIAN COORDINATES (ANGSTROEM)
C -3.985 5.364 -2.114  -1.308
C -4.294 6.859 -2.437  0.624
C -5.475 7.405 -1.593  -1.302
O -3.176 7.667 -2.204  -0.549
H -4.811 4.712 -2.399  0.349
H -3.870 5.204 -1.042  0.309
H -3.045 4.970 -2.500  0.346
H -4.519 6.919 -3.502  0.166
H -6.267 6.706 -1.326  0.344
H -6.053 8.195 -2.073  0.379
H -5.132 7.688 -0.598  0.332
H -3.441 8.561 -2.432  0.312
C 5.807 2.828 3.519  -1.275
C 7.212 3.324 3.010  0.615
C 8.351 3.110 3.950  -1.300
O 7.446 2.665 1.792  -0.517
H 5.769 1.745 3.642  0.314
H 5.093 3.037 2.722  0.297
H 5.470 3.290 4.446  0.387
H 7.239 4.364 2.686  0.210
H 8.702 2.078 3.960  0.303
H 8.113 3.385 4.977  0.333
H 9.264 3.633 3.666  0.357
H 8.230 3.059 1.403  0.278
C 1.785 3.611 8.960  -1.220
C 2.342 2.148 9.034  0.487
C 1.666 1.267 8.056  -1.215
O 3.706 2.146 8.817  -0.540
H 1.901 3.956 7.933  0.311
H 2.336 4.283 9.618  0.314
H 0.749 3.554 9.294  0.358
H 2.146 1.720 10.017  0.212
H 2.050 0.248 8.026  0.359
H 1.672 1.648 7.035  0.289
H 0.613 1.241 8.339  0.321
H 4.002 1.258 9.028  0.324
C -2.796 -3.465 5.911  -1.072
C -4.037 -4.244 5.494  0.536
C -4.182 -5.520 6.263  -1.382
O -5.229 -3.534 5.702  -0.549
H -1.917 -4.077 5.709  0.274
H -2.812 -3.236 6.977  0.297
H -2.808 -2.612 5.233  0.321
H -3.966 -4.494 4.435  0.233
H -3.278 -6.103 6.092  0.378
H -5.034 -6.094 5.900  0.322
H -4.355 -5.333 7.323  0.347
H -5.207 -2.797 5.087  0.293
C -3.503 -6.023 -2.395  -1.297
C -3.404 -6.814 -1.079  0.687
C -4.661 -7.494 -0.738  -1.346
O -2.404 -7.738 -1.247  -0.554
H -4.350 -5.338 -2.348  0.337
H -3.632 -6.718 -3.225  0.333
H -2.582 -5.505 -2.661  0.336
H -3.075 -6.104 -0.321  0.184
H -4.874 -8.262 -1.482  0.347
H -5.539 -6.849 -0.766  0.356
H -4.632 -8.094 0.172  0.320
H -1.571 -7.323 -1.484  0.297
C -6.728 0.074 -5.183  -1.194
C -7.352 1.111 -6.167  0.547
C -8.854 1.335 -5.931  -1.351
O -6.713 2.340 -6.007  -0.493
H -5.668 -0.060 -5.400  0.302
H -7.244 -0.872 -5.346  0.361
H -6.840 0.376 -4.142  0.294
H -7.268 0.743 -7.189  0.146
H -9.310 2.114 -6.543  0.388
H -8.971 1.660 -4.897  0.345
H -9.422 0.406 -5.972  0.344
H -7.279 2.921 -6.521  0.311
C -5.109 4.856 5.300  -1.144
C -3.963 3.973 5.688  0.447
C -4.394 2.768 6.600  -1.278
O -3.554 3.497 4.441  -0.523
H -5.890 4.361 4.723  0.272
H -4.686 5.659 4.696  0.347
H -5.600 5.259 6.185  0.348
H -3.105 4.478 6.131  0.236
H -3.610 2.013 6.543  0.325
H -5.307 2.235 6.333  0.320
H -4.368 3.101 7.638  0.366
H -3.123 4.239 4.009  0.285
C 8.722 -2.099 -0.963  -1.250
C 8.086 -2.750 0.267  0.644
C 8.579 -4.149 0.659  -1.297
O 8.474 -1.949 1.381  -0.546
H 9.798 -1.960 -0.852  0.342
H 8.379 -1.105 -1.251  0.333
H 8.621 -2.748 -1.833  0.328
H 6.999 -2.791 0.207  0.180
H 8.171 -4.943 0.033  0.354
H 8.240 -4.423 1.658  0.324
H 9.658 -4.202 0.512  0.320
H 8.158 -1.060 1.203  0.267
C 3.041 -5.091 4.186  -1.232
C 3.843 -6.253 4.745  0.410
C 3.490 -6.559 6.170  -1.206
O 3.551 -7.380 3.921  -0.559
H 3.348 -4.902 3.158  0.336
H 3.300 -4.232 4.805  0.337
H 1.957 -5.176 4.103  0.334
H 4.905 -6.035 4.638  0.288
H 2.409 -6.614 6.296  0.266
H 3.921 -5.770 6.787  0.353
H 3.922 -7.522 6.444  0.330
H 2.599 -7.418 3.806  0.344
C 0.079 -0.106 0.768  -1.165
C -0.226 -1.024 -0.405  0.442
C -0.849 -0.335 -1.669  -1.145
O 0.930 -1.686 -0.784  -0.467
H 0.772 0.700 0.528  0.250
H 0.504 -0.672 1.597  0.319
H -0.828 0.287 1.229  0.347
H -0.950 -1.749 -0.032  0.220
H -1.848 0.100 -1.627  0.338
H -0.947 -1.052 -2.483  0.319
H -0.232 0.475 -2.059  0.245
H 1.624 -1.058 -0.999  0.297
C 0.886 -3.379 -7.480  -1.200
C 1.910 -2.751 -8.377  0.286
C 2.622 -3.830 -9.247  -1.167
O 1.157 -1.928 -9.286  -0.559
H 1.308 -3.908 -6.625  0.349
H 0.296 -4.143 -7.985  0.302
H 0.203 -2.604 -7.133  0.325
H 2.620 -2.097 -7.869  0.324
H 1.941 -4.463 -9.816  0.353
H 3.290 -4.309 -8.531  0.345
H 3.206 -3.234 -9.948  0.313
H 0.586 -2.458 -9.847  0.329
C 3.779 -8.337 -2.609  -1.396
C 3.759 -6.863 -2.383  0.571
C 4.598 -6.252 -3.514  -1.343
O 2.454 -6.437 -2.578  -0.499
H 3.109 -8.857 -1.925  0.322
H 4.813 -8.668 -2.510  0.403
H 3.548 -8.636 -3.631  0.349
H 4.098 -6.527 -1.403  0.246
H 5.634 -6.587 -3.569  0.366
H 4.476 -5.170 -3.564  0.341
H 4.202 -6.531 -4.490  0.363
H 2.496 -5.480 -2.519  0.277
C 3.692 3.452 -2.307  -1.311
C 4.256 2.151 -2.907  0.655
C 5.407 2.349 -3.773  -1.411
O 4.529 1.263 -1.795  -0.478
H 3.281 4.138 -3.048  0.407
H 4.437 4.030 -1.759  0.350
H 2.840 3.199 -1.676  0.287
H 3.471 1.679 -3.498  0.228
H 6.252 2.884 -3.340  0.294
H 5.047 2.987 -4.580  0.354
H 5.929 1.479 -4.173  0.346
H 4.976 1.828 -1.161  0.278
C 1.369 6.708 2.892  -1.181
C 0.573 7.816 2.214  0.661
C 1.413 8.493 1.197  -1.450
O -0.583 7.273 1.652  -0.500
H 2.440 6.879 3.003  0.327
H 1.130 5.793 2.350  0.298
H 0.811 6.626 3.825  0.301
H 0.221 8.464 3.017  0.138
H 0.830 9.297 0.748  0.441
H 1.857 7.787 0.496  0.320
H 2.157 9.102 1.709  0.387
H -0.865 7.662 0.821  0.257
C -7.309 -1.218 0.902  -1.370
C -6.625 0.098 1.147  0.663
C -7.623 1.229 1.200  -1.313
O -5.922 0.052 2.352  -0.500
H -6.734 -2.099 1.189  0.351
H -7.646 -1.356 -0.125  0.336
H -8.100 -1.309 1.645  0.341
H -5.889 0.347 0.383  0.178
H -7.136 2.200 1.108  0.354
H -8.293 1.245 2.059  0.315
H -8.324 1.307 0.369  0.364
H -5.371 0.838 2.318  0.281
C -0.796 4.938 -7.354  -1.326
C -0.842 3.421 -7.246  0.597
C -1.635 2.823 -8.458  -1.305
O 0.497 3.005 -7.583  -0.566
H -1.815 5.325 -7.323  0.343
H -0.175 5.374 -8.136  0.334
H -0.221 5.321 -6.511  0.340
H -1.052 3.083 -6.232  0.249
H -1.940 1.806 -8.211  0.340
H -1.004 2.764 -9.345  0.375
H -2.534 3.393 -8.694  0.341
H 0.437 2.108 -7.918  0.280


*Q*
The following is a quantum chemistry calculation of 16 unconnected molecules or ions with the total composition C48H128O16, from OMol25.

Properties
HOMO-LUMO gap = 0.330 Ha
highest occupied orbital energy = -0.3316 Ha

Each line ends with the Mulliken charge.
CARTESIAN COORDINATES (ANGSTROEM)
C -5.662 -0.260 -0.310  -1.070
C -6.135 1.145 0.282  0.621
C -5.826 1.244 1.740  -1.456
O -5.587 2.287 -0.369  -0.696
H -5.897 -0.231 -1.374  0.228
H -6.183 -1.089 0.169  0.597
H -4.577 -0.326 -0.229  -0.187
H -7.225 1.165 0.256  0.248
H -4.742 1.327 1.823  0.239
H -6.030 0.350 2.329  0.414
H -6.265 2.161 2.133  0.447
H -5.901 3.037 0.140  0.315
C -3.050 3.228 -2.510  -1.129
C -3.450 1.985 -3.168  0.313
C -2.406 1.381 -4.102  0.998
O -3.572 1.025 -2.151  0.589
H -2.113 3.120 -1.964  -0.311
H -3.832 3.636 -1.869  0.473
H -2.860 4.039 -3.213  0.630
H -4.411 1.977 -3.681  0.413
H -1.510 1.138 -3.532  -0.655
H -2.086 1.945 -4.978  0.589
H -2.763 0.431 -4.501  -0.889
H -4.261 1.402 -1.599  -0.764
C 0.591 -3.044 3.960  0.099
C 0.297 -2.452 5.319  0.678
C -1.045 -2.945 5.911  -1.453
O 1.238 -2.846 6.308  -0.629
H 0.448 -4.124 3.982  0.428
H 1.588 -2.864 3.557  -0.398
H -0.089 -2.590 3.240  -0.248
H 0.250 -1.363 5.312  0.062
H -1.131 -4.032 5.896  0.439
H -1.880 -2.754 5.236  0.335
H -1.319 -2.539 6.884  0.340
H 1.380 -3.792 6.230  0.389
C 0.065 4.593 -1.241  -0.348
C 1.413 5.394 -1.331  0.538
C 1.283 6.875 -0.936  -1.734
O 2.379 4.754 -0.527  -0.410
H -0.447 4.814 -0.304  0.431
H 0.179 3.509 -1.229  -0.680
H -0.571 4.941 -2.055  0.601
H 1.746 5.402 -2.369  0.322
H 1.019 7.005 0.114  0.274
H 0.632 7.432 -1.610  0.430
H 2.256 7.363 -1.001  0.402
H 2.028 4.594 0.352  0.120
C 0.842 -7.206 0.311  -1.737
C 0.336 -5.784 0.726  0.861
C 1.512 -4.761 0.590  -0.481
O -0.631 -5.448 -0.214  -0.609
H 0.129 -8.020 0.444  0.423
H 1.693 -7.431 0.953  0.411
H 1.222 -7.183 -0.710  0.351
H -0.082 -5.870 1.729  0.139
H 1.181 -3.817 1.025  -0.248
H 1.865 -4.514 -0.412  -0.032
H 2.348 -5.085 1.209  0.590
H -0.955 -4.598 0.092  -0.053
C -0.545 -1.655 -4.528  -1.192
C 0.711 -2.260 -3.885  1.807
C 0.337 -3.360 -2.887  -0.424
O 1.442 -2.922 -4.839  -0.598
H -1.117 -2.322 -5.174  0.627
H -0.325 -0.806 -5.174  0.357
H -1.193 -1.216 -3.769  -0.263
H 1.289 -1.515 -3.338  -0.967
H -0.058 -4.266 -3.346  0.666
H -0.324 -2.935 -2.133  -0.425
H 1.181 -3.680 -2.276  0.035
H 0.814 -3.517 -5.255  0.503
C 4.910 1.678 -0.902  -0.835
C 6.084 1.111 -1.782  0.965
C 7.265 2.097 -2.104  -1.589
O 6.698 0.084 -1.097  -0.625
H 4.082 0.973 -0.975  -0.217
H 4.620 2.707 -1.111  0.566
H 5.248 1.731 0.133  0.478
H 5.696 0.729 -2.726  -0.144
H 6.752 3.048 -2.250  0.361
H 7.723 1.813 -3.051  0.412
H 7.989 2.172 -1.293  0.345
H 6.069 -0.618 -0.916  0.315
C -3.214 4.407 0.992  0.339
C -3.086 4.808 2.481  0.458
C -1.584 4.919 2.881  -1.171
O -3.843 5.945 2.586  -0.648
H -4.285 4.225 0.901  -0.050
H -2.629 3.517 0.760  -0.627
H -2.889 5.250 0.382  0.411
H -3.603 4.056 3.078  0.199
H -1.555 5.077 3.959  0.441
H -1.174 5.833 2.452  0.538
H -0.934 4.080 2.631  -0.051
H -4.768 5.688 2.591  0.410
C -2.326 2.326 5.458  -1.359
C -2.578 1.517 4.243  2.269
C -1.753 0.260 4.095  -0.908
O -3.892 1.010 4.415  -0.690
H -2.554 1.777 6.372  0.346
H -2.869 3.271 5.472  0.389
H -1.262 2.539 5.564  0.247
H -2.544 2.069 3.303  -1.092
H -0.745 0.577 3.829  0.238
H -2.183 -0.326 3.283  -0.465
H -1.777 -0.301 5.030  0.524
H -4.500 1.753 4.426  0.394
C -3.575 -3.191 -0.320  -0.951
C -2.780 -2.992 0.994  1.040
C -2.953 -4.135 2.022  -1.563
O -1.429 -2.846 0.582  2.124
H -3.553 -2.263 -0.891  -0.490
H -4.642 -3.380 -0.205  0.549
H -3.200 -4.035 -0.899  0.308
H -3.020 -1.996 1.367  -0.001
H -3.964 -4.091 2.428  0.478
H -2.237 -3.913 2.813  0.178
H -2.845 -5.146 1.630  0.297
H -1.436 -2.072 0.015  -0.773
C -0.737 1.222 0.602  -0.036
C -0.231 0.252 -0.534  1.967
C 0.975 -0.574 -0.122  0.168
O -1.269 -0.573 -0.962  0.606
H -0.910 0.668 1.525  -0.067
H -1.647 1.735 0.291  -0.835
H -0.034 2.051 0.693  -0.085
H 0.016 0.809 -1.438  -0.544
H 1.845 0.055 0.067  0.155
H 1.218 -1.129 -1.029  -0.629
H 0.835 -1.218 0.746  -0.210
H -2.009 -0.041 -1.264  -1.431
C 6.157 -2.622 4.097  -1.585
C 4.935 -2.912 3.201  0.792
C 4.220 -1.570 2.914  -1.474
O 5.440 -3.284 1.929  -0.585
H 6.761 -3.529 4.127  0.395
H 5.958 -2.417 5.149  0.409
H 6.872 -1.912 3.681  0.332
H 4.279 -3.648 3.665  0.361
H 4.840 -0.800 2.456  0.592
H 3.990 -1.057 3.848  0.681
H 3.328 -1.751 2.314  -0.155
H 5.544 -4.237 1.872  0.245
C 4.083 -1.928 -2.443  -1.364
C 4.393 -2.784 -1.193  2.289
C 5.131 -4.062 -1.591  -1.628
O 5.238 -2.017 -0.341  -0.235
H 3.415 -1.078 -2.308  -0.204
H 3.659 -2.536 -3.242  0.495
H 5.010 -1.502 -2.827  0.543
H 3.417 -2.980 -0.748  -0.928
H 4.626 -4.761 -2.258  0.374
H 5.438 -4.647 -0.724  0.307
H 6.025 -3.804 -2.159  0.411
H 5.215 -2.319 0.570  0.013
C -5.729 -1.303 -4.698  -1.086
C -4.425 -2.074 -4.961  0.698
C -3.804 -2.628 -3.686  -0.865
O -4.642 -3.135 -5.903  -0.585
H -6.194 -1.063 -5.655  0.460
H -5.499 -0.408 -4.121  -0.024
H -6.409 -1.918 -4.108  0.314
H -3.635 -1.387 -5.263  -0.173
H -2.864 -3.096 -3.979  0.139
H -4.416 -3.331 -3.123  0.707
H -3.574 -1.888 -2.919  -0.136
H -5.016 -2.823 -6.730  0.356
C 2.746 2.034 -3.810  -0.969
C 1.426 2.020 -4.608  2.308
C 0.530 3.200 -4.266  -1.480
O 1.717 2.094 -6.040  -0.694
H 3.392 2.884 -4.028  0.400
H 3.337 1.128 -3.946  0.266
H 2.472 2.077 -2.755  0.072
H 0.761 1.163 -4.506  -1.158
H 1.080 4.133 -4.143  0.368
H 0.044 2.978 -3.315  0.098
H -0.263 3.252 -5.012  0.440
H 2.052 1.241 -6.328  0.390
C 1.868 3.280 4.402  -1.262
C 2.597 3.572 3.102  0.409
C 2.779 2.282 2.257  -0.199
O 1.976 4.556 2.296  -0.477
H 2.460 2.804 5.183  0.471
H 0.876 2.845 4.283  0.014
H 1.558 4.232 4.833  0.451
H 3.610 3.892 3.348  0.394
H 1.847 1.811 1.947  -0.473
H 3.389 1.511 2.729  0.378
H 3.337 2.565 1.365  -0.009
H 1.994 5.379 2.788  0.262


Computed energies relative to the best structure, in hartree: *P* 0.1260; *Q* 0.0000